(1)
{"formula": "C10H9N", "method": "ωB97M-V/def2-TZVPD", "elements": ["C", "C", "C", "C", "C", "C", "C", "C", "N", "C", "C", "H", "H", "H", "H", "H", "H", "H", "H", "H"], "coordinates": [[2.22, 0.99, 2.27], [0.79, 1.21, 2.41], [-0.10, 0.78, 1.45], [0.28, 0.09, 0.39], [-0.69, -0.37, -0.59], [-1.24, -1.68, -0.94], [-2.15, -1.46, -2.04], [-2.15, -0.13, -2.49], [-1.23, 0.50, -1.58], [1.69, -0.24, 0.21], [2.61, 0.18, 1.15], [2.92, 1.31, 2.83], [0.55, 1.70, 3.29], [-1.06, 1.13, 1.55], [-0.92, -2.48, -0.52], [-2.63, -2.33, -2.74], [-2.56, 0.32, -3.09], [-1.00, 1.44, -1.33], [1.98, -0.83, -0.91], [3.74, 0.13, 1.07]], "nbo_charge": [-0.17, -0.19, -0.22, -0.09, 0.14, -0.29, -0.27, -0.04, -0.52, -0.17, -0.24, 0.19, 0.21, 0.22, 0.20, 0.22, 0.15, 0.41, 0.23, 0.22], "lumo_energy_ev": 0.93, "e_homo_ev": -8.08, "spin_multiplicity": 1, "smiles": "c1ccc(-c2ccc[nH]2)cc1"}

=====

(2)
{"formula": "C10H9N2O", "method": "ωB97M-V/def2-TZVPD", "elements": ["C", "C", "C", "C", "C", "C", "C", "C", "C", "C", "N", "N", "O", "H", "H", "H", "H", "H", "H", "H", "H", "H"], "coordinates": [[-2.40, -1.67, 0.53], [-1.27, -1.53, 1.37], [-2.42, -1.01, -0.71], [-0.22, -0.74, 1.10], [-1.33, -0.14, -0.98], [-0.34, -0.04, -0.10], [2.73, 1.11, 0.16], [2.39, 0.17, -0.70], [0.09, 1.44, -1.87], [1.46, 1.86, 0.33], [-1.00, 0.62, -2.13], [0.64, 0.89, -0.59], [0.49, 2.28, -2.55], [-3.25, -2.32, 0.76], [-1.28, -2.14, 2.20], [-3.26, -0.78, -1.34], [0.70, -0.76, 1.77], [3.59, 1.08, 0.86], [2.92, -0.63, -1.33], [0.97, 1.81, 1.35], [1.61, 2.89, 0.01], [-1.77, 0.89, -2.84]], "nbo_charge": [-0.14, -0.21, -0.22, -0.19, 0.16, 0.04, -0.22, 0.10, 0.81, -0.22, -0.61, -0.32, -0.48, 0.25, 0.23, 0.24, 0.25, 0.28, 0.29, 0.25, 0.27, 0.46], "lumo_energy_ev": -4.87, "total_charge": 1, "e_homo_ev": -12.85, "spin_multiplicity": 1}

=====

(3)
{"formula": "C10H9NO", "method": "ωB97M-V/def2-TZVPD", "elements": ["C", "C", "C", "C", "C", "C", "C", "C", "C", "C", "H", "H", "H", "H", "H", "H", "H", "H", "H", "N", "O"], "coordinates": [[2.29, -0.35, 2.46], [1.41, -0.19, 1.28], [1.71, 1.00, 0.46], [0.97, 1.30, -0.72], [-0.14, 0.63, -0.89], [-2.29, 0.36, -2.05], [-2.80, -0.64, -1.33], [-1.80, -1.17, -0.29], [-0.61, -0.43, 0.00], [0.25, -0.92, 0.98], [3.30, -0.33, 1.97], [2.15, 0.67, 3.21], [2.01, -1.36, 3.17], [2.71, 1.44, 0.51], [1.28, 2.07, -1.46], [-0.50, 1.36, -2.93], [-2.88, 0.65, -2.90], [-3.84, -1.10, -1.37], [-0.04, -1.87, 1.59], [-1.10, 1.17, -1.81], [-2.09, -2.29, 0.13]], "nbo_charge": [-0.63, -0.06, -0.15, -0.25, 0.17, 0.01, -0.33, 0.51, -0.20, -0.13, 0.23, 0.23, 0.23, 0.21, 0.22, 0.38, 0.20, 0.25, 0.25, -0.56, -0.58], "lumo_energy_ev": 0.03, "e_homo_ev": -8.44, "spin_multiplicity": 1}

=====

(4)
{"formula": "C10H9NO2", "method": "ωB97M-V/def2-TZVPD", "elements": ["C", "O", "C", "C", "C", "C", "C", "C", "C", "N", "C", "O", "C", "H", "H", "H", "H", "H", "H", "H", "H", "H"], "coordinates": [[-4.41, -1.06, 0.09], [-2.99, -1.19, -0.30], [-2.07, -0.15, -0.06], [-2.47, 1.12, 0.24], [-1.34, 1.93, -0.14], [-0.01, 1.66, -0.23], [0.27, 0.34, 0.04], [1.91, 0.07, 0.20], [3.02, 0.85, 0.14], [4.18, 0.02, -0.04], [3.75, -1.24, -0.06], [2.38, -1.17, -0.07], [-0.66, -0.73, 0.12], [-5.25, -0.17, -0.30], [-4.92, -2.06, -0.06], [-4.56, -0.72, 1.19], [-3.45, 1.35, -0.05], [-1.45, 3.10, -0.47], [0.65, 2.53, 0.10], [2.93, 2.01, 0.47], [4.45, -2.20, -0.47], [-0.72, -1.88, 0.76]], "nbo_charge": [-0.30, -0.52, 0.39, -0.36, -0.10, -0.34, 0.00, 0.24, -0.12, -0.47, 0.29, -0.44, -0.30, 0.18, 0.22, 0.19, 0.23, 0.21, 0.25, 0.22, 0.24, 0.29], "lumo_energy_ev": 0.47, "e_homo_ev": -8.73, "spin_multiplicity": 1, "smiles": "COc1cccc(-c2cnco2)c1"}

=====

(5)
{"formula": "C10H9NO2S", "method": "ωB97M-V/def2-TZVPD", "elements": ["C", "C", "C", "C", "C", "C", "C", "C", "C", "C", "N", "O", "O", "S", "H", "H", "H", "H", "H", "H", "H", "H", "H"], "coordinates": [[3.49, 0.88, -0.02], [2.79, 0.26, -1.08], [2.83, 1.03, 1.22], [1.54, -0.31, -0.88], [1.57, 0.47, 1.40], [0.88, -0.21, 0.37], [-1.15, -1.70, 0.41], [-0.36, -0.74, 0.39], [-1.85, 0.90, -0.63], [-2.69, -1.60, 0.08], [-1.30, 1.68, -1.34], [-4.27, 0.26, -0.91], [-3.52, 0.52, 1.44], [-3.23, 0.10, 0.10], [4.45, 1.38, -0.21], [3.34, 0.12, -2.04], [3.56, 1.33, 2.08], [1.03, -0.79, -1.66], [1.24, 0.59, 2.39], [-0.71, -2.46, 1.06], [-2.70, -1.91, -1.01], [-3.19, -2.32, 0.53], [-1.75, 2.51, -1.70]], "nbo_charge": [-0.21, -0.21, -0.21, -0.16, -0.18, -0.17, -0.28, 0.11, 0.04, -0.67, -0.56, -0.92, -0.89, 2.12, 0.22, 0.22, 0.22, 0.21, 0.22, 0.22, 0.25, 0.25, 0.38], "lumo_energy_ev": [-0.61, -0.36], "e_homo_ev": [-7.53, -7.30], "spin_multiplicity": 1}

=====

(6)
{"formula": "C10H9O2", "method": "ωB97M-V/def2-TZVPD", "elements": ["C", "C", "C", "C", "C", "C", "C", "C", "C", "C", "O", "O", "H", "H", "H", "H", "H", "H", "H", "H", "H"], "coordinates": [[3.49, 0.22, 0.07], [3.00, 1.50, -0.15], [2.69, -0.91, 0.21], [1.55, 1.62, -0.22], [1.28, -0.82, 0.13], [0.83, 0.49, 0.01], [0.25, -1.88, 0.14], [-1.09, -1.85, 0.12], [-1.76, 0.39, -0.04], [-3.98, 0.83, -0.14], [-2.03, -0.82, 0.22], [-2.64, 1.28, -0.13], [4.51, 0.02, 0.14], [3.70, 2.22, -0.44], [3.23, -1.80, 0.32], [1.04, 2.56, -0.31], [0.64, -2.95, 0.18], [-1.70, -2.76, 0.13], [-4.32, 0.87, 0.91], [-4.25, -0.02, -0.66], [-4.43, 1.80, -0.50]], "nbo_charge": [-0.18, -0.14, -0.14, -0.33, -0.21, 0.33, -0.22, 0.12, 0.77, -0.31, -0.47, -0.42, 0.23, 0.25, 0.24, 0.27, 0.27, 0.23, 0.22, 0.22, 0.23], "lumo_energy_ev": [-5.51, -5.51], "total_charge": 1, "e_homo_ev": [-13.05, -13.05], "spin_multiplicity": 1}